[1]
The following is a quantum chemistry calculation of C32H43Cl2MnNO2PS3Sb as an isolated structure, from the OMol25 dataset.

Output
2S+1 = 6
LUMO energy (alpha / beta) = -1.250 / -1.871 eV
Gap between HOMO and LUMO (alpha / beta) = 0.2419 / 0.2241 hartree
Electronic energy = -144167.9911 eV
⟨S²⟩ = 8.90

Last column: Mulliken charge in e.
Atoms and positions in Å:
Mn -0.46106 -0.26134 1.22485  -0.555
S -0.64971 4.11223 -0.48030  -0.313
Sb -2.03250 2.33195 0.21888  0.400
S -0.80941 0.44713 -0.83968  -0.523
S -0.65541 1.96774 2.16198  -0.562
C 1.76361 0.42435 4.83814  -0.343
C 3.15555 0.82276 4.35956  -1.282
C 3.33360 0.45299 2.88292  -0.414
C 2.92896 -1.02492 2.55149  -0.011
C 2.58296 -1.78440 3.84680  -1.295
C 1.59434 -1.10440 4.80470  0.107
P 1.79628 -1.03657 1.05315  0.827
C 1.70645 -2.79822 0.48018  0.058
C 0.84523 -2.84734 -0.81396  -1.125
C -0.60196 -3.25249 -0.50899  0.683
C -0.69056 -4.66394 0.09392  -0.568
C 0.58928 -5.02583 0.85385  -1.196
C 1.17022 -3.78986 1.54005  -0.570
C 3.00217 -0.18905 -0.13171  0.447
C 2.58446 1.24171 -0.51785  -0.247
C 3.66057 1.85092 -1.41534  -1.046
C 3.70966 1.11350 -2.77428  -0.782
C 3.07129 -0.27920 -2.68760  -0.885
C 3.46651 -0.98268 -1.38874  -0.662
H 1.02534 0.89679 4.18313  -0.237
H 1.57847 0.80591 5.84312  0.539
H 3.91913 0.33607 4.97487  0.420
H 3.30093 1.89942 4.46309  0.520
H 4.36929 0.62979 2.59135  0.218
H 2.71889 1.15045 2.31166  -0.081
H 3.78810 -1.54389 2.11949  0.860
H 3.53904 -1.89641 4.36667  0.582
H 2.24454 -2.79368 3.63365  0.101
H 1.76134 -1.52171 5.80106  0.582
H 0.57557 -1.35509 4.52504  -0.627
H 2.73527 -3.08453 0.25462  1.133
H 1.27996 -3.56095 -1.51854  0.505
H 0.84024 -1.87536 -1.31312  0.063
H -1.20117 -3.18436 -1.41660  0.601
H -1.03970 -2.52957 0.17780  -0.911
H -0.87156 -5.39714 -0.69572  0.361
H -1.54483 -4.71266 0.77375  -0.022
H 1.34047 -5.42917 0.16537  0.323
H 0.38351 -5.80439 1.59061  0.521
H 1.98546 -4.09365 2.19405  0.423
H 0.40109 -3.32802 2.16593  -0.068
H 3.87750 -0.06845 0.50323  0.506
H 2.42138 1.84917 0.37356  0.265
H 1.63844 1.23564 -1.04476  0.122
H 4.63016 1.77518 -0.90854  0.353
H 3.46632 2.91399 -1.56321  0.395
H 4.74708 1.01560 -3.10308  0.354
H 3.18986 1.69649 -3.53823  0.343
H 3.37894 -0.88451 -3.54251  0.545
H 1.98107 -0.19482 -2.73663  0.182
H 4.55700 -1.06176 -1.35680  0.532
H 3.09355 -2.00395 -1.40037  0.217
Cl -6.70611 -0.12905 3.04929  -0.237
C -5.90848 -0.55360 1.55534  0.962
C -5.80359 0.41748 0.58000  -0.819
C -5.17543 0.11559 -0.61383  -0.494
C -4.69811 -1.16408 -0.82443  -0.681
C -4.83816 -2.13526 0.15161  1.211
Cl -4.30693 -3.73551 -0.25484  -0.169
C -5.40940 -1.85655 1.40169  -1.252
N -5.56258 -2.79669 2.43562  -0.181
C -4.47087 -3.59827 2.94168  -0.306
C -4.59787 -4.98214 2.87966  -0.351
C -3.60643 -5.81430 3.36723  -0.580
C -2.46661 -5.26137 3.93748  -0.721
C -2.34350 -3.88507 4.02622  -0.425
C -3.34021 -3.03507 3.54046  0.704
C -3.13665 -1.52638 3.65580  -1.018
C -2.12410 -1.10798 2.62571  0.832
O -0.86457 -1.26624 2.85396  0.027
O -2.46663 -0.66316 1.50280  -0.294
H -6.20019 1.40561 0.76870  0.418
H -5.07094 0.86891 -1.38200  0.500
H -4.21959 -1.42836 -1.75774  0.399
H -6.12188 -2.41390 3.17960  0.434
H -5.49188 -5.39105 2.42667  0.466
H -3.72131 -6.88962 3.30162  0.384
H -1.68066 -5.90075 4.32316  0.452
H -1.46401 -3.45037 4.48952  0.386
H -2.75029 -1.28064 4.64319  0.566
H -4.05484 -0.98036 3.48008  0.021

[2]
The following is a quantum chemistry calculation of a 4-piece molecular cluster, C32H43FO17S3 overall, from the OMol25 dataset.

Output
SMILES string = CCC[C@@H](C)c1cc(CCCO)c(COO)c2c1C(=O)c1ccc([C@H](F)CC)cc1C2=O.O=S1(=O)OCCO1.O=S1(=O)OCCO1.O=S1(=O)OCCO1
LUMO energy = -0.416 eV
Gap between HOMO and LUMO = 0.3204 hartree
Electronic energy = -103907.2276 eV

Last column: Mulliken charge in e.
Atoms and positions in Å:
C 5.60906 -2.03289 0.23349  -0.837
C 5.90094 -1.25913 -1.06732  -0.635
C 4.90262 -1.63639 -2.18131  -1.116
C 3.63739 -0.77292 -2.23965  -0.102
C 2.66085 -1.36192 -3.29460  -1.737
C 2.96470 -0.46632 -0.92074  0.408
C 3.07280 0.81911 -0.43401  -0.284
C 2.41870 1.27100 0.69198  0.454
C 2.50903 2.74092 1.04088  -1.933
C 1.50792 3.56244 0.21392  -0.848
C 0.04883 3.22136 0.39643  -0.181
O -0.70581 4.04208 -0.49564  -0.583
C 1.65226 0.38046 1.46871  0.551
C 0.95679 0.81741 2.72622  -1.579
O 1.68307 0.35376 3.86004  -0.198
O 1.42884 1.31023 4.88779  -0.470
C 1.53338 -0.93884 0.99768  0.971
C 2.16733 -1.35208 -0.18438  0.925
C 1.92379 -2.76124 -0.62343  -0.375
O 2.76926 -3.48199 -1.07103  -0.518
C 0.52989 -3.21932 -0.43222  0.751
C -0.13734 -4.01533 -1.35044  -1.035
C -1.46101 -4.35428 -1.10762  -0.778
C -2.12660 -3.92768 0.03912  0.251
C -3.58036 -4.22902 0.26524  -0.117
F -3.86749 -5.52153 -0.12762  -0.385
C -4.46209 -3.26369 -0.52138  -0.611
C -4.43998 -1.84023 0.03426  -0.677
C -1.43166 -3.16450 0.98184  -0.706
C -0.11420 -2.80171 0.72779  0.366
C 0.65391 -1.94947 1.67228  -0.669
O 0.56420 -2.07986 2.85736  -0.571
H 6.50423 -2.04380 0.84588  0.416
H 4.81668 -1.50935 0.76078  -0.059
H 5.27516 -3.04240 0.02678  0.394
H 5.79606 -0.18769 -0.90536  0.193
H 6.91432 -1.47724 -1.38766  0.470
H 4.66683 -2.68951 -2.10699  0.282
H 5.39932 -1.50816 -3.14539  0.483
H 3.95007 0.19606 -2.62146  0.833
H 1.63100 -1.30191 -2.95192  0.307
H 2.75636 -0.83870 -4.23918  0.431
H 2.90166 -2.40515 -3.45653  0.420
H 3.65924 1.54156 -0.98650  0.596
H 2.40776 2.90374 2.10593  0.431
H 3.49482 3.11693 0.78034  0.508
H 1.73108 3.43812 -0.84331  0.301
H 1.62440 4.61841 0.44851  0.438
H -0.28636 3.41739 1.41563  0.240
H -0.11677 2.17521 0.13457  0.257
H -1.62553 3.78671 -0.37697  0.297
H 0.92215 1.88923 2.81570  0.668
H -0.06910 0.44072 2.73968  0.494
H 1.19939 0.75264 5.64132  0.326
H 0.36993 -4.33665 -2.24567  0.549
H -1.99810 -4.94737 -1.83347  0.476
H -3.81549 -4.13818 1.32492  0.445
H -5.48842 -3.61786 -0.53088  0.462
H -4.11592 -3.24945 -1.55275  0.341
H -5.31465 -1.63430 0.64335  0.108
H -4.45204 -1.10048 -0.75826  0.185
H -3.56924 -1.62573 0.64507  0.255
H -1.92845 -2.86554 1.89033  0.708
C -7.18509 2.07327 2.17666  -0.433
C -6.43029 0.77838 1.95253  -0.414
O -5.84037 0.94506 0.65387  -0.077
S -5.46029 2.47646 0.42714  0.947
O -4.08627 2.66570 0.73032  -0.472
O -5.99676 2.88190 -0.81954  -0.533
O -6.32605 3.08282 1.62102  -0.313
H -8.13311 2.08723 1.63637  0.297
H -7.35886 2.28262 3.22804  0.323
H -7.07594 -0.09479 1.95177  0.376
H -5.63088 0.64488 2.68433  0.320
C 6.32632 2.62869 4.32126  -0.475
C 5.11446 1.83821 3.85408  -0.141
O 5.34363 1.65251 2.44539  -0.183
S 6.90346 1.53481 2.16979  1.123
O 7.23150 0.15971 2.07402  -0.514
O 7.25124 2.46339 1.15677  -0.608
O 7.42984 2.07224 3.57976  -0.328
H 6.23878 3.68716 4.07016  0.321
H 6.51068 2.51734 5.38575  0.332
H 4.17648 2.36384 4.00894  0.245
H 5.06601 0.85693 4.32860  0.215
C -5.85707 2.08977 -5.31614  -0.344
C -5.56588 1.75988 -3.86806  -0.202
O -5.57460 0.32378 -3.82994  -0.257
S -5.02112 -0.25949 -5.21348  1.079
O -3.64784 -0.58131 -5.07346  -0.529
O -5.95642 -1.20473 -5.70204  -0.539
O -5.13547 1.09587 -6.05862  -0.318
H -6.91978 1.99111 -5.54648  0.299
H -5.51234 3.08057 -5.59793  0.310
H -6.31095 2.14969 -3.18261  0.265
H -4.57643 2.11083 -3.56841  0.240

Computed values of F_max (unit: hartree/bohr) for the preceding records, in sequence: 0.02074; 0.02385.
Computed values of energy relative to the best compared isomer or geometry (same formula, charge and spin) (unit: eV) for the preceding records, in sequence: 0.786; 0.000.